[1]
Formula: C82H85Cl4CuN4O10
Source: the OMol25 dataset
Level of theory: ωB97M-V with the def2-TZVPD basis set

```
186
Properties=species:S:1:pos:R:3:mulliken_charge:R:1
Cu -30.409 6.975 -16.001 0.484
Cl -23.601 6.898 -3.155 -0.197
Cl -28.320 -0.533 -9.607 -0.202
Cl -20.399 7.509 -3.642 -0.164
Cl -25.905 1.172 -11.400 -0.207
O -30.534 5.532 -11.969 -0.918
O -14.901 10.829 -26.514 -0.621
O -17.686 20.150 -6.490 -0.668
O -16.019 -2.971 -13.529 -0.684
O -12.214 -5.010 -10.024 -0.647
O -18.704 16.754 -10.523 -0.627
O -13.254 11.956 -21.363 -0.642
O -28.525 3.526 -18.465 -0.725
O -18.378 5.766 -31.454 -0.603
O -21.592 5.317 -27.073 -0.628
N -18.630 -1.226 -24.391 -0.446
N -16.091 5.518 -8.736 -0.397
N -31.537 12.645 -3.714 -0.402
N -22.128 6.953 -13.654 0.419
C -15.042 5.740 -9.097 0.259
C -29.014 13.177 -3.080 -0.452
C -30.433 12.914 -3.431 0.257
C -14.173 -4.538 -13.110 0.445
C -28.632 0.911 -10.709 -0.410
C -19.021 18.541 -7.360 0.368
C -14.452 18.996 -9.263 -0.581
C -17.430 4.658 -26.468 -0.780
C -11.379 12.241 -23.480 -0.714
C -14.203 -3.028 -9.032 -0.462
C -14.465 10.961 -25.371 0.479
C -17.727 -1.713 -27.639 -0.510
C -15.866 -1.961 -10.848 -0.614
C -20.514 16.759 -8.245 -0.660
C -12.700 11.673 -23.648 0.511
C -15.087 -2.061 -8.529 -0.752
C -20.914 6.002 -15.669 -0.251
C -18.804 4.688 -26.731 -0.476
C -20.810 5.151 -28.044 0.430
C -17.670 10.341 -23.390 -0.620
C -13.160 -4.642 -10.772 0.345
C -15.135 -3.478 -12.712 0.486
C -14.176 -5.060 -14.471 -0.879
C -16.737 18.935 -8.448 0.377
C -22.361 4.411 -32.029 -0.307
C -17.761 19.343 -7.426 0.506
C -17.251 10.523 -22.090 -0.467
C -19.306 17.558 -8.335 0.296
C -12.271 -5.938 -12.697 -0.428
C -28.000 12.160 -3.653 -0.386
C -22.454 6.821 -12.155 -0.607
C -16.825 -2.933 -27.215 -1.093
C -16.596 4.943 -27.552 -0.440
C -14.876 18.221 -10.287 -0.424
C -14.136 -3.600 -10.312 0.363
C -22.376 5.748 -4.011 -0.602
C -19.031 5.486 -30.469 0.232
C -13.536 4.199 -11.318 -1.247
C -21.101 5.925 -14.135 -0.799
C -13.288 -5.982 -14.848 -0.182
C -21.804 7.899 -11.376 -0.438
C -19.948 18.766 -6.306 -0.348
C -15.427 19.393 -8.299 -0.418
C -13.121 11.413 -24.983 0.402
C -15.404 10.855 -24.153 0.352
C -15.955 11.044 -21.834 -0.528
C -12.308 -6.478 -13.986 -0.590
C -13.252 -5.075 -12.208 0.177
C -10.460 12.243 -24.522 -0.360
C -16.127 17.750 -10.424 -0.606
C -13.615 11.674 -22.500 0.494
C -21.744 8.419 -13.666 -0.710
C -18.470 17.468 -9.572 0.300
C -22.564 4.484 -29.687 -0.451
C -21.256 4.944 -29.470 0.293
C -16.699 10.425 -24.426 -0.481
C -12.051 11.346 -25.996 -0.579
C -13.767 6.103 -9.637 -0.402
C -15.009 11.178 -22.837 0.290
C -17.079 5.311 -28.851 -0.670
C -19.917 5.064 -16.305 -0.657
C -21.010 4.813 -31.883 -0.726
C -19.085 -1.620 -26.900 -0.352
C -15.980 -1.520 -9.531 -0.393
C -20.390 3.603 -16.402 -1.254
C -18.450 5.234 -29.084 0.364
C -23.482 6.680 -14.412 -1.141
C -27.437 3.345 -19.317 -0.529
C -20.462 5.070 -30.580 0.559
C -21.020 5.828 -3.410 -0.300
C -13.571 5.695 -11.107 -0.379
C -23.147 4.244 -30.926 -0.727
C -27.643 0.977 -11.893 -0.496
C -28.144 11.888 -5.118 -1.141
C -15.013 -2.995 -11.217 0.643
C -18.823 -1.396 -25.533 0.267
C -20.973 8.688 -12.369 -0.599
C -19.307 5.072 -27.950 0.539
C -17.118 18.063 -9.475 0.229
C -21.339 16.936 -7.058 -0.342
C -21.175 17.963 -6.160 -0.673
C -10.749 11.771 -25.804 -0.557
H -15.112 -1.641 -7.534 0.422
H -22.759 4.237 -33.017 0.394
H -13.620 7.183 -9.646 0.253
H -21.336 3.407 -16.908 0.349
H -17.100 10.062 -25.362 0.429
H -28.147 12.811 -5.698 0.287
H -15.531 4.773 -27.499 0.416
H -20.004 8.240 -12.589 0.297
H -23.426 7.204 -15.366 0.446
H -15.927 -2.893 -27.832 0.330
H -14.798 -4.616 -15.235 0.404
H -12.658 6.100 -11.543 0.322
H -11.424 -6.174 -12.070 0.431
H -17.811 -1.806 -28.722 0.324
H -22.644 9.026 -13.772 0.478
H -13.475 19.303 -8.917 0.383
H -22.625 8.483 -10.960 0.302
H -22.322 6.041 -5.059 0.313
H -20.993 9.760 -12.171 0.387
H -26.991 12.458 -3.369 0.329
H -11.026 12.449 -22.481 0.393
H -28.751 14.177 -3.424 0.279
H -16.494 -1.575 -11.637 0.449
H -19.385 4.578 -25.827 0.412
H -13.790 -3.483 -8.144 0.327
H -21.097 5.606 -2.346 0.291
H -27.773 0.053 -12.458 0.314
H -16.309 5.430 -29.598 0.432
H -15.208 20.143 -7.553 0.449
H -20.516 4.966 -3.848 0.287
H -21.172 7.426 -10.625 0.301
H -13.287 4.051 -12.368 0.316
H -19.581 -2.586 -26.999 0.247
H -22.892 4.808 -4.204 0.371
H -28.281 11.251 -3.122 0.248
H -12.685 3.701 -10.853 0.341
H -28.290 1.808 -10.194 0.283
H -22.058 5.853 -11.849 0.311
H -14.447 6.023 -11.667 0.265
H -20.842 16.121 -9.053 0.433
H -17.987 10.282 -21.338 0.361
H -21.121 8.721 -14.508 0.313
H -26.517 2.884 -18.957 0.167
H -21.562 4.976 -13.861 0.470
H -17.054 4.482 -25.471 0.474
H -23.527 6.819 -11.960 0.297
H -10.030 11.867 -26.603 0.397
H -16.360 17.183 -11.313 0.463
H -19.730 -0.809 -27.238 0.274
H -20.241 6.114 -13.494 0.328
H -11.509 -7.139 -14.290 0.388
H -13.006 5.673 -8.984 0.277
H -14.321 3.546 -10.936 0.392
H -18.611 9.891 -23.670 0.370
H -27.673 2.677 -20.146 0.188
H -28.808 13.271 -2.014 0.302
H -23.222 4.357 -28.840 0.406
H -16.707 -0.770 -9.253 0.401
H -20.447 5.008 -32.783 0.446
H -18.961 5.045 -15.782 0.321
H -9.422 12.249 -24.222 0.323
H -20.658 3.259 -15.403 0.320
H -27.171 4.315 -19.736 0.181
H -19.627 5.525 -17.249 0.370
H -22.134 16.211 -6.963 0.364
H -19.764 19.475 -5.513 0.430
H -29.670 0.929 -11.043 0.351
H -23.588 5.606 -14.568 0.372
H -13.281 -6.210 -15.904 0.352
H -17.356 -3.880 -27.302 0.292
H -20.469 6.987 -15.807 0.193
H -21.852 18.119 -5.333 0.406
H -15.790 11.192 -20.777 0.407
H -19.670 2.886 -16.796 0.362
H -27.354 11.270 -5.546 0.336
H -24.200 4.005 -30.939 0.413
H -17.200 -0.762 -27.559 0.314
H -21.890 5.911 -16.147 0.387
H -27.891 1.786 -12.581 0.365
H -24.311 7.073 -13.824 0.431
H -12.153 10.967 -27.002 0.359
H -16.269 -2.917 -26.278 0.352
H -29.042 11.296 -5.294 0.344
H -29.970 6.160 -11.478 0.157
H -14.089 17.957 -10.978 0.342
```

## Properties
gap between HOMO and LUMO = 0.113 Ha
total charge = 0
strongest force on any atom = 6.00 eV Å⁻¹

***

[2]
Formula: C2H4Cl2
Source: the OMol25 dataset
Level of theory: ωB97M-V with the def2-TZVPD basis set

```
8
Properties=species:S:1:pos:R:3:mulliken_charge:R:1
Cl 1.137 -1.555 0.751 -0.169
Cl -0.641 1.178 1.647 -0.183
C 0.017 0.765 -0.013 -0.375
C -0.070 -0.688 -0.216 -0.499
H -0.583 1.344 -0.759 0.282
H 0.057 -1.029 -1.261 0.297
H 1.120 1.032 -0.116 0.292
H -1.038 -1.046 -0.033 0.354
```

## Properties
gap between HOMO and LUMO = 0.430 Ha
SMILES string = ClCCCl
total charge = 0
strongest force on any atom = 1.87 eV Å⁻¹
energy above the lowest of the compared OMol25 structures with the same formula, charge and spin = 7.3 kcal per mole

***

[3]
Formula: C19H52F6O17PS7
Source: the OMol25 dataset
Level of theory: ωB97M-V with the def2-TZVPD basis set

```
102
Properties=species:S:1:pos:R:3:mulliken_charge:R:1
S -4.365 -0.905 2.060 1.095
S -2.434 4.548 2.709 0.432
S 5.297 -1.086 -1.357 1.130
S 3.021 1.174 -5.859 0.391
S 1.993 -4.080 3.537 1.059
S 2.540 4.251 1.069 1.082
S -5.595 -0.989 -3.405 1.196
P -0.737 0.727 -0.929 1.708
F -1.166 0.158 -2.431 -0.397
F -1.850 -0.263 -0.210 -0.439
F 0.476 1.442 -1.686 -0.405
F -1.829 1.991 -1.150 -0.447
F 0.358 -0.497 -0.835 -0.437
F -0.278 1.292 0.588 -0.406
O -3.722 4.792 3.576 -0.686
O 1.336 4.424 1.891 -0.507
O 6.518 -2.253 -1.117 -0.398
O -5.711 -1.298 -4.850 -0.659
O -6.266 -1.833 -2.425 -0.604
O 1.279 -3.257 4.441 -0.563
O 2.964 -3.077 2.602 -0.255
O -4.685 -1.122 3.701 -0.256
O -5.576 -1.109 1.302 -0.689
O 3.876 4.723 1.416 -0.637
O 2.342 2.523 -6.262 -0.609
O 1.288 -5.167 2.758 -0.598
O 2.284 4.595 -0.591 -0.425
O -6.120 0.568 -3.297 -0.351
O 5.541 -0.539 -2.710 -0.554
O -3.498 0.253 1.945 -0.490
O 5.289 -0.193 -0.177 -0.576
C -6.822 1.091 -2.213 -0.435
C -1.562 3.206 3.583 -0.355
C -5.577 -2.176 4.008 -0.065
C 1.608 -1.142 2.103 -0.363
C 4.899 1.362 -5.913 -0.811
C 0.739 4.742 -2.429 -1.188
C 6.577 -3.258 -2.146 -0.367
C -3.318 -2.341 1.669 -0.811
C 3.024 0.933 -4.025 -0.571
C -2.849 3.595 1.207 0.169
C 3.734 -2.178 -1.350 -0.730
C 2.899 -1.660 2.746 -0.610
C 3.316 -4.744 4.616 -0.946
C -5.255 -2.521 5.396 -1.310
C -3.774 -0.598 -3.045 -0.728
C 6.053 -4.556 -1.588 -0.936
C 0.912 4.767 -0.906 0.671
C 2.625 2.379 0.887 -0.572
C -5.841 1.536 -1.145 -0.522
H 5.946 -3.068 -3.014 0.286
H 7.614 -3.337 -2.470 0.402
H -3.760 0.241 -2.349 0.039
H 1.032 -0.501 2.771 0.361
H 3.731 -1.144 2.267 0.452
H 2.852 -1.377 3.797 0.355
H -2.352 2.475 3.759 0.268
H 5.031 -4.516 -1.211 0.248
H 1.780 1.901 1.382 -0.002
H -7.582 0.417 -1.817 0.312
H -5.818 -3.346 5.833 0.369
H 3.804 -2.651 -2.330 0.461
H -5.012 2.161 -1.477 0.231
H -5.237 -1.653 6.056 0.305
H -4.191 -2.744 5.320 0.306
H 1.960 1.059 -3.825 0.053
H 2.755 2.010 -0.131 0.190
H -5.542 -3.104 3.437 0.296
H -1.020 3.561 4.459 0.397
H 3.503 2.050 1.442 0.484
H 0.893 5.703 -2.919 0.359
H 3.634 -4.074 5.416 0.309
H 5.846 -5.160 -2.471 0.339
H -6.638 -1.934 3.948 0.281
H -7.485 1.866 -2.599 0.336
H 3.249 -0.101 -3.762 0.231
H 0.371 4.001 -0.351 -0.338
H -0.925 2.666 2.883 -0.193
H -1.872 3.601 0.723 -0.252
H -3.456 -1.543 -2.603 0.360
H 0.849 -1.912 1.970 0.323
H 5.424 0.570 -5.378 0.217
H 2.925 -5.640 5.098 0.368
H 2.799 -1.629 -1.244 0.036
H -3.910 -3.255 1.725 0.381
H 1.498 4.059 -2.810 0.203
H -3.192 2.566 1.315 -0.100
H 4.176 -5.085 4.040 0.309
H -3.642 4.118 0.673 0.370
H -5.455 0.622 -0.694 -0.081
H 0.566 5.747 -0.577 0.297
H 3.630 -2.935 -0.573 0.367
H 1.810 -0.525 1.228 -0.233
H -6.295 2.063 -0.305 0.450
H 3.545 1.648 -3.389 0.422
H 5.336 1.353 -6.911 0.376
H -0.220 4.341 -2.757 0.298
H -2.932 -2.229 0.656 0.222
H -2.538 -2.252 2.425 0.297
H -3.343 -0.599 -4.046 0.423
H 6.780 -5.035 -0.932 0.304
H 5.121 2.318 -5.438 0.279
```

## Properties
gap between HOMO and LUMO = 0.291 Ha
total charge = -1
strongest force on any atom = 4.84 eV Å⁻¹
energy above the lowest of the compared OMol25 structures with the same formula, charge and spin = 119.0 kcal per mole

***

Question: Number 1 is which compound?
Answer: C82H85Cl4CuN4O10

***

Question: What is the formula in the second record?
Answer: C2H4Cl2